# 1
DFT (the ωB97M-V functional and the def2-TZVPD basis) results for a 2-piece molecular cluster, C4H10N2O2 overall at a distorted geometry.

CARTESIAN COORDINATES (ANGSTROEM)
1 O -0.4323 -1.5398 -1.1099
2 O 0.5051 1.4607 0.9559
3 N -1.5629 -0.3711 0.4689
4 N 1.5000 0.4420 -0.6984
5 C -2.7020 -2.2084 -0.3798
6 C 2.7892 2.0444 0.5859
7 C -1.4327 -1.3014 -0.4341
8 C 1.5484 1.3116 0.2820
9 H -2.3523 -0.5208 0.9528
10 H 3.7370 1.7520 0.1040
11 H -3.2325 -1.4360 0.3533
12 H 2.8554 1.9955 1.6975
13 H -2.5321 -3.2641 0.0068
14 H -3.2959 -2.0724 -1.3207
15 H 2.1122 0.4076 -1.5839
16 H 2.6335 3.1929 0.3439
17 H -0.7699 0.2512 0.8334
18 H 0.6320 -0.1439 -1.0575

Its frontier orbital gap is 0.3860 hartree. The LUMO energy comes out at 0.0326 Eh. For the HOMO energy, the calculation gives -9.617 eV. As for the multiplicity: 1. Its max |F| is 6.31 eV/Å. Its energy above the lowest of the compared OMol25 structures with the same formula, charge and spin is 45.5 kcal per mole. Its electronic energy is -418.38850 a.u. The structure (SMILES) is CC(N)=O.CC(N)=O.

=====

# 2
DFT (the ωB97M-V functional and the def2-TZVPD basis) results for a 14-piece molecular cluster, C56H84F3O41 overall at a distorted geometry.

CARTESIAN COORDINATES (ANGSTROEM)
1 F -26.1685 5.3423 -15.6651
2 F -27.1438 6.3233 -13.9970
3 F -28.0940 4.6089 -15.0143
4 O -23.7357 10.2591 -18.8213
5 O -27.9883 0.1413 -8.4954
6 O -23.0582 1.8406 -15.6420
7 O -22.5446 5.0216 -20.6864
8 O -26.7948 10.2366 -13.3601
9 O -27.2757 9.8244 -17.3996
10 O -26.3592 -1.3543 -8.8991
11 O -18.2753 2.0179 -12.2743
12 O -28.3978 5.5462 -9.4213
13 O -29.5603 1.2606 -15.5864
14 O -23.0573 1.6397 -9.7307
15 O -27.7844 11.2444 -11.6658
16 O -31.3478 3.6021 -11.1498
17 O -27.6501 10.7739 -19.4199
18 O -33.3992 4.1148 -10.4578
19 O -22.0867 7.3031 -9.7903
20 O -28.3844 -0.6099 -15.7250
21 O -24.5912 2.9919 -8.9447
22 O -16.1633 2.6021 -11.8490
23 O -24.5335 5.5824 -19.8643
24 O -22.6131 11.0094 -17.0338
25 O -20.1013 6.4364 -10.2844
26 O -17.6719 4.1399 -12.5441
27 O -24.3531 9.6853 -16.7349
28 O -30.2288 2.6050 -19.2607
29 O -32.3734 5.3497 -12.0300
30 O -30.1664 -0.3864 -17.0443
31 O -27.1689 -0.0137 -10.5186
32 O -28.5343 1.2590 -19.8200
33 O -25.1792 4.7065 -12.9047
34 O -27.4209 7.1130 -10.5948
35 O -21.5580 5.2644 -9.0459
36 O -27.1354 3.5963 -12.6786
37 O -28.3707 8.6997 -18.9620
38 O -24.3920 3.8743 -21.2994
39 O -22.5689 -0.1670 -16.5758
40 O -29.4572 7.5075 -9.6608
41 O -22.3855 0.1166 -14.3966
42 O -28.0908 3.1808 -18.8071
43 O -26.0648 12.2535 -12.7271
44 O -23.1201 2.0680 -7.5184
45 C -19.7594 7.4351 -12.4166
46 C -22.7438 0.6939 -15.5521
47 C -28.2418 0.8942 -10.6890
48 C -19.0620 4.1195 -12.8411
49 C -31.1178 5.2743 -12.7303
50 C -27.7129 9.8519 -18.6786
51 C -27.7398 0.1675 -14.7277
52 C -29.9968 10.4592 -12.0793
53 C -22.0448 -1.4105 -16.0953
54 C -23.5823 10.2954 -17.6413
55 C -28.7969 1.0397 -9.2666
56 C -30.4171 6.6078 -12.6847
57 C -20.0914 7.7030 -10.9563
58 C -26.5331 5.9942 -10.7161
59 C -21.6870 -1.0877 -14.6330
60 C -17.2568 2.8896 -12.2107
61 C -27.0924 -0.4982 -9.2684
62 C -27.8851 9.3911 -13.0564
63 C -23.9476 8.8257 -14.5232
64 C -32.4491 4.3607 -11.1415
65 C -27.1255 1.2209 -19.5521
66 C -24.9350 2.8711 -10.3105
67 C -28.4774 1.4969 -14.6646
68 C -22.2828 6.0778 -19.7647
69 C -30.3432 4.1502 -12.0199
70 C -26.2373 0.2612 -15.0296
71 C -25.1293 6.5045 -10.4105
72 C -23.9329 4.6820 -13.5882
73 C -28.6942 2.4287 -8.6332
74 C -23.7693 2.0214 -10.8764
75 C -26.9340 5.1273 -14.5843
76 C -29.4645 0.0687 -16.2031
77 C -23.9757 10.0647 -15.3897
78 C -26.8134 2.6679 -19.1466
79 C -28.5096 6.8025 -9.8623
80 C -22.9232 5.5904 -12.8897
81 C -23.7702 6.5130 -17.7516
82 C -26.7871 11.3148 -12.5571
83 C -24.2437 0.8434 -11.6961
84 C -26.3025 4.1151 -13.5871
85 C -27.0994 5.0258 -9.6651
86 C -19.2985 2.6094 -13.0660
87 C -28.3121 7.8366 -17.8277
88 C -23.6459 6.5321 -19.2781
89 C -27.8467 6.4666 -18.2592
90 C -22.6108 10.6976 -15.6705
91 C -21.2627 6.2490 -9.6417
92 C -28.5463 10.0339 -11.8580
93 C -21.5273 8.1946 -10.7424
94 C -20.9440 -1.7857 -17.0584
95 C -23.8625 4.7432 -20.6860
96 C -20.6522 2.1655 -12.5634
97 C -23.5150 2.2764 -8.6189
98 C -27.4240 8.5413 -16.8094
99 C -29.0665 2.3565 -19.2873
100 C -25.9193 2.7211 -17.8921
101 H -27.8645 1.8233 -11.1301
102 H -26.5818 0.9025 -20.4398
103 H -19.3275 8.3677 -10.5537
104 H -25.0905 6.9859 -9.4329
105 H -24.9879 3.8270 -10.8274
106 H -22.6736 5.2688 -11.8762
107 H -30.6228 9.5760 -12.2044
108 H -21.6631 5.6385 -18.9790
109 H -24.9183 7.2888 -11.1420
110 H -18.8821 6.7976 -12.5371
111 H -27.8438 2.3369 -14.9429
112 H -20.8490 2.4672 -11.5319
113 H -24.8030 6.7184 -17.4640
114 H -26.8394 6.3971 -18.6707
115 H -29.8534 0.7712 -9.2244
116 H -29.5974 6.5349 -13.4059
117 H -22.0946 8.2596 -11.6726
118 H -21.8110 9.9904 -15.4111
119 H -28.6738 9.1817 -13.7805
120 H -30.0858 11.1818 -12.8909
121 H -26.4292 3.1571 -20.0424
122 H -28.7437 2.3897 -7.5466
123 H -25.7830 1.0182 -14.3918
124 H -25.8816 2.3564 -10.4789
125 H -25.1072 1.9995 -17.9326
126 H -23.5488 3.6582 -13.6394
127 H -25.5111 3.7322 -17.8495
128 H -26.0236 0.4913 -16.0750
129 H -23.4336 0.2508 -12.1241
130 H -23.8774 9.1448 -13.4794
131 H -28.0307 8.5906 -15.9061
132 H -26.5395 5.0248 -8.7309
133 H -20.9111 1.1097 -12.6318
134 H -24.9002 0.1431 -11.1825
135 H -23.9622 7.5228 -19.6102
136 H -26.4891 8.0143 -16.6240
137 H -27.8583 5.7801 -17.4084
138 H -19.1917 2.3912 -14.1323
139 H -22.8388 -2.1664 -16.0880
140 H -28.5639 6.0103 -18.9409
141 H -19.4408 8.3654 -12.8932
142 H -20.0587 -1.1499 -16.9936
143 H -29.9135 3.3943 -12.6697
144 H -23.1665 2.6609 -11.5289
145 H -27.6848 2.8101 -8.8178
146 H -29.9840 6.9015 -11.7251
147 H -29.3305 7.7815 -17.4363
148 H -24.7997 1.1767 -12.5748
149 H -24.0911 5.0156 -14.6167
150 H -21.2615 -1.8060 -18.0974
151 H -27.1221 4.0629 -10.1771
152 H -24.7779 8.1275 -14.6215
153 H -24.3863 5.7109 -10.4613
154 H -25.9102 3.2640 -14.1743
155 H -21.4829 2.6098 -13.1243
156 H -20.6077 -0.8982 -14.6769
157 H -22.0016 5.5164 -13.4726
158 H -30.3334 10.9907 -11.1881
159 H -27.8243 -0.3824 -13.7868
160 H -28.9756 1.6724 -13.7152
161 H -29.0100 0.5458 -11.3820
162 H -29.4379 3.0875 -9.0788
163 H -31.0323 7.4757 -12.9290
164 H -23.4980 5.5405 -17.3411
165 H -28.4359 9.4991 -10.9157
166 H -19.2929 4.5769 -13.7998
167 H -26.6151 2.5999 -17.0632
168 H -23.2652 6.6249 -12.8738
169 H -26.6442 5.6794 -11.7548
170 H -20.5884 -2.7861 -16.7869
171 H -21.7144 6.9117 -20.1778
172 H -20.5854 6.9367 -12.9165
173 H -29.5296 4.6188 -11.4643
174 H -27.5082 8.4254 -12.7128
175 H -21.4977 9.2197 -10.3683
176 H -25.7549 -0.6995 -14.8396
177 H -24.7381 10.7618 -15.0388
178 H -21.9475 -1.8911 -13.9526
179 H -23.1797 7.3398 -17.3537
180 H -22.3854 11.5931 -15.0875
181 H -26.8632 0.4981 -18.7757
182 H -31.3191 4.9430 -13.7502
183 H -19.7510 4.3738 -12.0357
184 H -23.0473 8.2269 -14.6978

Its frontier orbital gap is 0.2848 hartree. The LUMO energy comes out at 0.0395 Eh. For the HOMO energy, the calculation gives -6.674 eV. As for the multiplicity: 1. Its max |F| is 2.71 eV/Å. Its energy above the lowest of the compared OMol25 structures with the same formula, charge and spin is 39.9 kcal per mole. Its electronic energy is -5569.01945 a.u. The net charge is -1.

=====

# 3
DFT (the ωB97M-V functional and the def2-TZVPD basis) results for C54H65CsN5O10PS3 as an isolated structure at a distorted geometry.

CARTESIAN COORDINATES (ANGSTROEM)
1 Cs 0.2680 0.1992 -0.3673
2 S -3.2049 -2.2671 2.9873
3 S 3.1659 -1.8011 1.5767
4 S 3.5770 0.1659 -1.6103
5 P -0.3411 3.2524 -1.9723
6 O -1.9299 3.3227 -1.7119
7 O -4.9145 -3.1431 -5.2818
8 O -0.0626 -2.1808 -1.2097
9 O 0.1299 4.0571 -0.6454
10 O -0.8375 -3.8872 -2.4334
11 O -6.0112 -1.1825 -5.0590
12 O 0.3169 -3.4280 6.0866
13 O -0.0787 4.4747 -3.0562
14 O 4.4983 -2.5011 1.6646
15 O 2.7108 1.2848 -2.0794
16 N -1.2053 -3.8782 2.2572
17 N -1.1496 -3.0378 4.4280
18 N -0.7888 2.8922 2.5923
19 N -2.2164 -0.6617 -1.8368
20 N -1.3349 1.9130 2.0681
21 C -1.0382 -7.3837 3.9928
22 C 6.4579 -0.8071 -4.9906
23 C 6.4443 0.7121 1.2004
24 C -4.1951 -0.2985 -3.1410
25 C 4.7546 2.2861 -0.3502
26 C 1.0795 3.8891 3.5907
27 C -1.6445 -4.0671 0.8698
28 C -5.1187 -2.0162 -4.7909
29 C -0.1143 -5.2755 4.6827
30 C 4.9534 0.7383 -3.9254
31 C -3.4768 3.1982 2.2511
32 C -1.7993 -3.1266 3.1790
33 C 4.4439 -0.6590 4.4661
34 C 5.5948 0.1080 0.2869
35 C 3.2892 3.0137 3.4443
36 C -0.2680 -3.8477 5.1062
37 C -1.4302 4.0191 -5.0348
38 C 1.1566 -5.8352 4.7054
39 C 2.4660 -1.7481 3.2726
40 C 2.7929 1.9396 2.7065
41 C -1.2151 -6.0537 4.3358
42 C 1.5371 4.1502 -0.3695
43 C -2.2884 -5.4233 0.6296
44 C -0.0407 4.0786 -4.4295
45 C 1.4396 1.7524 2.3720
46 C 1.3337 -7.1616 4.3419
47 C 2.4236 4.0008 3.9048
48 C 0.2375 -7.9341 3.9840
49 C 1.9845 -2.9855 0.8894
50 C -3.2547 0.0928 -2.2030
51 C -3.3818 1.0343 1.2000
52 C 4.7211 -0.2069 -2.9406
53 C 4.7689 0.9100 -0.4868
54 C -3.6247 -5.5964 1.3399
55 C 5.8296 0.4324 -4.9546
56 C -4.0812 4.2690 -1.3524
57 C -2.7426 2.0833 1.8460
58 C -2.0919 -1.8636 -2.4183
59 C 3.5393 -1.8790 4.3420
60 C 2.2659 -4.4258 1.3075
61 C -2.5949 4.4750 -1.1730
62 C 1.7979 5.4683 0.3207
63 C 6.2036 -1.7500 -4.0049
64 C -4.7477 1.0875 0.9562
65 C -0.8923 -2.7289 -1.9986
66 C 5.3210 -1.4550 -2.9750
67 C -2.9993 -2.3343 -3.3620
68 C -4.0779 -1.5451 -3.7423
69 C 6.4553 2.0953 1.3367
70 C -5.4797 2.1923 1.3624
71 C 5.6113 2.8802 0.5656
72 C -4.8383 3.2471 2.0079
73 C 0.6239 2.7956 2.8465
74 C 3.2591 -5.1205 0.3817
75 H 2.6357 -4.4558 2.3365
76 H 3.4264 -6.1545 0.6919
77 H 2.8733 -5.1317 -0.6396
78 H -2.3246 -3.2506 0.6299
79 H 0.3639 4.6431 3.9059
80 H -4.6318 5.1174 -0.9399
81 H 4.1429 -2.7640 4.1247
82 H -2.8643 -3.3126 -3.7994
83 H -3.3279 1.0637 -1.7215
84 H -2.9618 4.0065 2.7519
85 H 7.1038 2.5594 2.0696
86 H -2.2450 5.3685 -1.6973
87 H 1.8201 3.3130 0.2729
88 H 5.0904 -2.1903 -2.2126
89 H -6.5453 2.2378 1.1731
90 H 6.6767 -2.7226 -4.0462
91 H 3.8648 0.2364 4.6956
92 H 1.2116 5.5243 1.2367
93 H -1.9365 4.9791 -4.9186
94 H 5.5444 -0.9727 0.2284
95 H -2.2041 -5.6122 4.3259
96 H -4.3462 -4.8608 0.9823
97 H 4.2123 -4.5939 0.3955
98 H 4.4308 1.6859 -3.8792
99 H 0.4542 3.1053 -4.5186
100 H -1.8939 -7.9856 3.7154
101 H 5.1817 -0.8081 5.2580
102 H 1.7438 -2.5608 3.3640
103 H 4.9830 -0.4780 3.5343
104 H 0.3765 -8.9678 3.6939
105 H 1.9297 -0.7945 3.3210
106 H 1.0058 -2.6403 1.2315
107 H 5.5911 3.9541 0.7004
108 H 1.9964 -5.2185 5.0006
109 H 2.8534 5.5447 0.5914
110 H -4.4025 3.3674 -0.8297
111 H -4.0392 -6.5920 1.1676
112 H -5.0242 0.3395 -3.4180
113 H 0.5773 4.8186 -4.9416
114 H -1.3918 -2.1915 4.9253
115 H 3.5289 1.2059 2.3679
116 H 6.0182 1.1580 -5.7357
117 H -2.3322 4.5660 -0.1179
118 H 4.3531 3.0820 3.6617
119 H 2.7908 4.8418 4.4826
120 H -5.4091 4.1134 2.3223
121 H 7.0746 0.0948 1.8278
122 H 3.0233 -2.0591 5.2895
123 H -1.5885 -6.2085 0.9401
124 H -5.2294 0.2682 0.4374
125 H -0.3194 -4.2973 2.4943
126 H -2.0324 3.2519 -4.5471
127 H -0.7649 -3.9507 0.2382
128 H 1.5317 6.3031 -0.3305
129 H 1.9627 -2.8768 -0.1957
130 H 2.0988 4.0848 -1.3076
131 H 2.3278 -7.5897 4.3318
132 H -1.3709 3.7808 -6.0987
133 H -2.4061 -5.5197 -0.4518
134 H 7.1365 -1.0440 -5.8004
135 H -3.5258 -5.4507 2.4188
136 H -2.8008 0.1768 0.8859
137 H 4.0561 2.8649 -0.9392
138 H -4.3300 4.1667 -2.4096
139 H 1.3236 -4.9849 1.2895

Its frontier orbital gap is 0.2091 hartree. The LUMO energy comes out at 0.1162 Eh. For the HOMO energy, the calculation gives -2.527 eV. As for the multiplicity: 1. Its max |F| is 1.32 eV/Å. Its energy above the lowest of the compared OMol25 structures with the same formula, charge and spin is 12.3 kcal per mole. Its electronic energy is -4679.07361 a.u. The net charge is -2.